No. 1
Here is the molecule C6H14Si at a distorted geometry from the OMol25 dataset. Energies are from ωB97M-V/def2-TZVPD.

## Properties
* Kohn-Sham gap: 10.55 eV
* SMILES: C=C(C)[SiH2]C(C)C
* F_max: 3.1 eV/Å
* energy relative to the best compared isomer or geometry (same formula, charge and spin): 2.383 eV
* total charge: 0
* E: -14324.189 eV
* lowest unoccupied orbital energy: 0.92 eV

Last column: natural (NBO) charge in e.
Positions of all 21 atoms, in Å:
C: -1.539 -0.500 -1.075  -0.389
C: -1.662 0.277 0.009  -0.402
C: -2.883 0.188 0.899  -0.663
Si: -0.071 0.995 0.755  1.103
C: 1.474 -0.134 0.579  -0.630
C: 1.810 -0.081 -0.873  -0.616
C: 1.440 -1.551 1.069  -0.618
H: -0.755 -0.365 -1.840  0.196
H: -2.411 -0.821 -1.542  0.183
H: -2.661 -0.180 2.011  0.234
H: -3.726 -0.334 0.367  0.216
H: -3.411 1.198 0.911  0.224
H: -0.140 1.279 2.371  -0.156
H: 0.104 2.315 -0.094  -0.156
H: 2.367 0.491 1.094  0.224
H: 1.178 -0.839 -1.356  0.199
H: 1.513 0.893 -1.271  0.207
H: 2.882 -0.372 -1.065  0.210
H: 1.273 -2.354 0.349  0.213
H: 0.571 -1.549 1.757  0.205
H: 2.327 -1.807 1.582  0.216

---

No. 2
Here is a cluster of 2 separate species, C2H3N4P in total at a distorted geometry from the OMol25 dataset. Energies are from ωB97M-V/def2-TZVPD.

## Properties
* Kohn-Sham gap: 8.61 eV
* F_max: 3.2 eV/Å
* energy relative to the best compared isomer or geometry (same formula, charge and spin): 1.212 eV
* total charge: 0
* E: -17366.745 eV
* lowest unoccupied orbital energy: -0.34 eV

Last column: natural (NBO) charge in e.
Positions of all 10 atoms, in Å:
C: 1.518 0.440 0.113  -0.021
C: 1.376 -0.859 0.122  -0.468
N: 0.542 1.390 0.274  -0.364
N: -0.626 1.238 -0.053  0.244
N: -1.690 1.276 -0.452  0.001
N: -3.114 -0.382 -0.597  -0.864
P: -2.970 -1.410 0.428  0.860
H: 2.397 0.901 -0.214  0.196
H: 0.373 -1.112 0.580  0.191
H: 2.192 -1.482 -0.200  0.226

---

No. 3
Here is the molecule C5H5N3 at a distorted geometry from the OMol25 dataset. Energies are from ωB97M-V/def2-TZVPD.

## Properties
* Kohn-Sham gap: 10.58 eV
* SMILES: N#C[C@@H]1C(N)[C@H]1C#N
* F_max: 3.5 eV/Å
* energy relative to the best compared isomer or geometry (same formula, charge and spin): 1.400 eV
* total charge: 0
* E: -9734.089 eV
* lowest unoccupied orbital energy: 0.66 eV

Last column: natural (NBO) charge in e.
Positions of all 13 atoms, in Å:
N: 0.701 -0.609 2.817  -0.278
C: 0.517 -0.064 1.832  0.251
C: 0.607 0.611 0.589  -0.324
C: -0.660 0.385 -0.290  0.034
N: -1.784 -0.094 0.370  -0.809
C: 0.622 -0.380 -0.603  -0.353
C: 1.207 -0.055 -1.821  0.268
N: 1.761 0.192 -2.783  -0.295
H: 1.210 1.434 0.385  0.269
H: -0.825 1.241 -0.925  0.225
H: -2.576 -0.420 -0.112  0.387
H: -1.454 -0.857 0.972  0.366
H: 0.674 -1.384 -0.430  0.259

---

No. 4
Here is a structure of composition C47H47CrN9O6 at a distorted geometry from the OMol25 dataset. Energies are from ωB97M-V/def2-TZVPD.

## Properties
* Kohn-Sham gap (spin up / spin down): 6.89 / 8.35 eV
* expectation value of S²: 6.0069
* F_max: 6.5 eV/Å
* total charge: 0
* E: -103617.954 eV
* lowest unoccupied orbital energy (spin up / spin down): 0.33 / 0.27 eV
* 2S+1: 5

Last column: Mulliken spin population.
Positions of all 110 atoms, in Å:
Cr: -15.721 14.266 14.856  3.908
O: -18.073 11.010 14.889  0.000
C: -17.120 11.962 15.074  -0.032
O: -17.249 12.941 15.803  0.020
O: -16.077 12.088 14.447  0.016
H: -17.740 10.314 14.317  -0.001
O: -12.693 15.617 12.308  0.000
C: -13.678 15.278 13.194  0.012
O: -14.088 14.133 13.309  0.010
O: -14.285 16.061 13.903  0.045
H: -12.691 14.843 11.740  0.000
N: -14.408 13.720 16.611  -0.071
C: -14.347 12.490 17.173  0.019
C: -13.274 12.039 17.964  -0.003
C: -12.275 12.943 18.342  0.005
C: -12.275 14.217 17.855  0.001
C: -13.417 14.616 17.053  0.046
H: -15.030 11.728 16.829  0.005
H: -13.284 11.028 18.344  0.000
H: -11.458 12.576 18.946  0.000
H: -11.493 14.910 18.127  0.000
H: -13.508 15.654 16.771  0.002
N: -11.959 13.693 10.345  0.000
C: -11.592 13.662 9.015  0.000
C: -11.000 12.500 8.384  0.000
C: -10.809 11.412 9.252  0.000
C: -11.215 11.453 10.563  0.000
C: -11.745 12.606 11.116  -0.001
H: -11.869 14.510 8.405  0.000
H: -10.723 12.424 7.343  0.000
H: -10.460 10.507 8.778  0.000
H: -11.017 10.659 11.268  0.000
H: -12.023 12.585 12.159  0.001
N: -17.160 14.749 13.188  -0.086
C: -18.256 15.572 13.309  0.018
C: -19.209 15.718 12.295  -0.007
C: -19.082 15.021 11.080  0.009
C: -17.930 14.205 10.905  0.000
C: -17.010 14.139 11.954  0.022
H: -18.408 16.204 14.172  0.000
H: -20.040 16.407 12.349  0.000
H: -19.828 15.074 10.300  0.001
H: -17.717 13.622 10.021  0.000
H: -16.192 13.456 11.778  0.010
N: -16.503 15.881 16.232  -0.056
C: -16.712 15.723 17.608  0.047
C: -17.116 16.683 18.509  -0.002
C: -17.327 17.952 17.978  0.007
C: -17.102 18.209 16.606  -0.001
C: -16.762 17.144 15.783  0.042
H: -16.676 14.724 18.017  0.002
H: -17.303 16.419 19.540  0.000
H: -17.522 18.790 18.631  0.000
H: -17.311 19.124 16.070  0.000
H: -16.498 17.399 14.767  0.002
N: -14.773 9.113 16.277  0.000
C: -14.317 8.312 17.243  0.000
C: -14.400 6.908 17.049  0.000
C: -14.960 6.409 15.844  0.000
C: -15.418 7.238 14.809  0.000
C: -15.306 8.639 15.066  -0.001
H: -14.050 8.681 18.222  0.000
H: -14.106 6.148 17.759  0.000
H: -14.964 5.329 15.847  0.000
H: -15.778 6.834 13.875  0.000
H: -15.598 9.384 14.341  0.005
N: -13.847 20.144 14.953  0.000
C: -12.886 21.014 15.397  0.000
C: -11.691 21.256 14.712  0.000
C: -11.403 20.508 13.534  0.000
C: -12.443 19.643 13.061  0.000
C: -13.626 19.493 13.804  0.002
H: -13.157 21.550 16.295  0.000
H: -10.971 21.972 15.079  0.000
H: -10.511 20.545 12.927  0.000
H: -12.267 19.201 12.091  0.000
H: -14.449 18.862 13.501  -0.001
N: -20.454 16.782 16.834  0.000
C: -20.297 15.588 16.115  0.002
C: -21.045 15.355 14.937  0.000
C: -21.950 16.308 14.452  0.000
C: -21.996 17.540 15.165  0.000
C: -21.265 17.717 16.368  0.000
H: -19.665 14.845 16.578  -0.002
H: -20.880 14.474 14.334  0.000
H: -22.549 16.330 13.553  0.000
H: -22.719 18.267 14.825  0.000
H: -21.354 18.626 16.945  0.000
N: -10.092 12.019 14.478  0.000
C: -9.532 10.825 14.416  0.000
C: -10.174 9.634 14.421  0.000
C: -11.550 9.603 14.543  0.000
C: -12.227 10.896 14.661  -0.008
C: -11.435 12.032 14.674  -0.001
H: -8.460 10.866 14.292  0.000
H: -9.557 8.767 14.234  0.000
H: -12.096 8.673 14.592  0.000
H: -13.295 10.896 14.828  0.011
H: -11.845 13.017 14.842  0.003
N: -16.716 9.426 8.643  0.000
C: -17.982 9.311 9.096  0.000
C: -18.413 9.938 10.234  0.000
C: -17.510 10.681 10.977  0.001
C: -16.213 10.749 10.519  -0.001
C: -15.820 10.088 9.405  0.000
H: -18.626 8.637 8.549  0.000
H: -19.410 9.769 10.614  0.000
H: -17.689 11.204 11.905  0.000
H: -15.488 11.184 11.190  0.000
H: -14.858 10.140 8.917  0.000

---

No. 5
Here is a structure of composition C14H21AuN2Te at a distorted geometry from the OMol25 dataset. Energies are from ωB97M-V/def2-TZVPD.

## Properties
* Kohn-Sham gap: 7.34 eV
* F_max: 1.3 eV/Å
* energy relative to the best compared isomer or geometry (same formula, charge and spin): 0.000 eV
* total charge: +2
* E: -28809.127 eV
* lowest unoccupied orbital energy: -6.44 eV

Last column: natural (NBO) charge in e.
Positions of all 39 atoms, in Å:
Au: 0.031 -0.086 -0.185  0.349
C: -1.345 -0.387 3.314  -0.591
Te: -0.395 1.104 2.065  0.717
C: 1.285 0.555 3.314  -0.616
C: 0.633 0.304 4.647  0.000
C: 1.306 0.482 5.843  -0.211
C: 0.667 0.190 7.040  -0.175
C: -0.636 -0.276 7.040  -0.178
C: -1.315 -0.456 5.843  -0.173
C: -0.682 -0.167 4.647  -0.120
H: -1.131 -1.384 2.926  0.243
H: -2.423 -0.239 3.340  0.254
H: 2.024 1.353 3.340  0.253
H: 1.753 -0.352 2.926  0.242
H: 2.326 0.837 5.844  0.227
H: 1.189 0.335 7.972  0.238
H: -1.131 -0.495 7.972  0.238
H: -2.329 -0.830 5.843  0.227
C: 1.392 -0.213 -4.667  -0.258
C: 1.380 -0.239 -3.125  -0.260
N: 0.020 -0.056 -2.629  -0.456
C: -0.492 1.236 -3.076  -0.259
C: -0.515 1.293 -4.618  -0.257
N: 0.000 0.001 -5.128  -0.330
C: -0.866 -1.111 -4.669  -0.258
C: -0.842 -1.122 -3.127  -0.260
H: 1.762 -1.154 -5.078  0.251
H: 2.020 0.594 -5.048  0.251
H: 2.004 0.558 -2.721  0.241
H: 1.761 -1.189 -2.751  0.240
H: 0.144 2.023 -2.671  0.242
H: -1.495 1.372 -2.671  0.242
H: 0.115 2.100 -4.997  0.251
H: -1.527 1.447 -4.997  0.251
H: -0.008 0.023 -6.150  0.463
H: -0.487 -2.049 -5.079  0.251
H: -1.876 -0.957 -5.052  0.251
H: -0.469 -2.075 -2.752  0.240
H: -1.844 -0.970 -2.725  0.241